[1]
Below is 2 unconnected molecules or ions with the total composition C2H9N3O, with properties calculated with ωB97M-V/def2-TZVPD.

The geometry in XYZ format:
```
15
C2H9N3O (ωB97M-V/def2-TZVPD)
C -0.96 1.47 0.31
C 1.88 -0.69 0.24
N 0.94 -0.13 -0.71
N -0.83 -0.21 0.18
N -1.75 -0.79 -0.68
O 0.26 1.91 0.48
H 1.29 0.79 -0.97
H -0.80 -0.54 1.14
H -2.06 -1.70 -0.34
H -1.29 -0.92 -1.58
H -1.64 1.65 1.17
H -1.47 1.73 -0.64
H 2.08 -0.03 1.09
H 2.83 -0.86 -0.28
H 1.52 -1.66 0.61
```

Results
energy relative to the best compared isomer or geometry (same formula, charge and spin) = 146.5 kcal per mole
strongest force on any atom = 3.60 eV/Å
orbital gap (alpha / beta) = 7.47 / 7.47 eV
lowest unoccupied orbital energy (alpha / beta) = -0.4 / -0.4 eV


[2]
Below is 2 unconnected molecules or ions with the total composition C2H9N3O, with properties calculated with ωB97M-V/def2-TZVPD.

The geometry in XYZ format:
```
15
C2H9N3O (ωB97M-V/def2-TZVPD)
H 1.79 0.23 1.18
N 1.10 0.02 0.47
C 0.28 -0.93 0.64
N 0.52 -2.00 1.49
N -1.03 -0.94 0.14
C -1.52 0.36 -0.30
H -0.22 -2.58 1.82
H 1.47 -2.18 1.74
H -1.15 -1.68 -0.53
H -2.56 0.23 -0.59
H -1.49 1.03 0.54
H -1.00 0.85 -1.12
O 1.15 2.90 -1.76
H 1.18 2.15 -1.16
H 1.49 2.54 -2.59
```

Results
energy relative to the best compared isomer or geometry (same formula, charge and spin) = 16.7 kcal per mole
strongest force on any atom = 1.93 eV/Å
orbital gap = 10.21 eV
lowest unoccupied orbital energy = 0.9 eV
SMILES = [H]/N=C(\N)NC.O


[3]
Below is a molecular structure, C2H9N3O, with properties calculated with ωB97M-V/def2-TZVPD.

The geometry in XYZ format:
```
15
C2H9N3O (ωB97M-V/def2-TZVPD)
C -1.92 -0.41 0.41
C -0.80 0.06 -0.47
O -1.09 1.23 -1.13
N -0.02 -0.90 -1.09
H -0.28 1.56 -1.55
H 0.27 -0.62 -2.02
H -2.75 -0.75 -0.21
H -1.59 -1.26 1.01
H -2.27 0.40 1.05
N 2.38 0.46 0.95
N 1.49 -0.11 0.14
H 2.80 -0.12 1.67
H 2.72 1.41 1.04
H 0.75 -1.28 -0.24
H 0.32 0.33 0.43
```

Results
energy relative to the best compared isomer or geometry (same formula, charge and spin) = 147.8 kcal per mole
strongest force on any atom = 5.40 eV/Å
orbital gap (alpha / beta) = 8.29 / 8.29 eV
lowest unoccupied orbital energy (alpha / beta) = 0.7 / 0.7 eV


[4]
Below is 2 unconnected molecules or ions with the total composition C2H9N3O2P, with properties calculated with ωB97M-V/def2-TZVPD.

The geometry in XYZ format:
```
17
C2H9N3O2P (ωB97M-V/def2-TZVPD)
C 0.12 2.00 0.83
C -1.33 0.35 -0.26
N 3.40 -1.46 0.39
N 0.16 -0.38 1.34
N -0.61 0.77 1.10
O 2.63 -0.27 -1.70
O 3.68 1.06 0.21
P 2.74 -0.01 -0.25
H 0.16 2.56 1.70
H 1.23 1.84 0.57
H -0.34 2.39 -0.05
H -0.67 -0.17 -0.94
H -2.28 -0.21 -0.01
H -1.69 1.29 -0.59
H 2.99 -2.37 0.17
H 3.84 -1.32 1.30
H 0.87 -0.23 2.12
```

Results
2S+1 = 3
strongest force on any atom = 4.82 eV/Å
charge = -1
orbital gap (alpha / beta) = 5.89 / 8.12 eV
lowest unoccupied orbital energy (alpha / beta) = 3.9 / 3.3 eV


[5]
Below is 2 unconnected molecules or ions with the total composition C2H9N4, with properties calculated with ωB97M-V/def2-TZVPD.

The geometry in XYZ format:
```
15
C2H9N4 (ωB97M-V/def2-TZVPD)
C 2.28 0.31 -1.89
N 2.01 0.31 -0.64
H 1.43 0.48 -2.62
H 3.31 0.13 -2.33
H 2.85 0.05 -0.10
N -0.46 -1.33 0.59
C -1.06 -0.13 0.66
N -2.34 -0.05 1.11
N -0.40 0.95 0.27
H -1.02 -2.17 0.67
H 0.35 -1.38 0.04
H -2.84 0.78 0.81
H -2.88 -0.88 1.07
H -0.78 1.87 0.52
H 0.65 0.81 -0.06
```

Results
energy relative to the best compared isomer or geometry (same formula, charge and spin) = 5.5 kcal per mole
strongest force on any atom = 1.98 eV/Å
charge = +1
orbital gap = 11.82 eV
lowest unoccupied orbital energy = -3.0 eV


[6]
Below is a gas-phase ion, C2H9N4 (charge +1), with properties calculated with ωB97M-V/def2-TZVPD.

The geometry in XYZ format:
```
15
C2H9N4 (ωB97M-V/def2-TZVPD)
C -0.82 -0.01 0.05
C 1.47 0.95 -0.04
N -1.65 -1.04 -0.02
N -1.32 1.25 0.20
N 0.58 -0.18 -0.15
N 0.96 -1.56 -0.01
H 1.04 1.66 0.74
H 2.50 0.81 0.30
H 1.46 1.24 -1.10
H -1.37 -1.93 0.25
H -2.29 1.38 0.02
H -0.78 1.93 -0.28
H 1.10 -2.00 0.88
H -2.66 -0.95 -0.22
H 1.76 -1.55 -0.61
```

Results
2S+1 = 3
energy relative to the best compared isomer or geometry (same formula, charge and spin) = 32.4 kcal per mole
strongest force on any atom = 4.13 eV/Å
charge = +1
orbital gap (alpha / beta) = 6.21 / 6.58 eV
lowest unoccupied orbital energy (alpha / beta) = -3.0 / -7.7 eV


[7]
Below is 2 unconnected molecules or ions with the total composition C2H9N4O, with properties calculated with ωB97M-V/def2-TZVPD.

The geometry in XYZ format:
```
16
C2H9N4O (ωB97M-V/def2-TZVPD)
N -1.72 -1.35 -0.28
C -1.48 -0.42 -1.18
N -0.74 -0.62 -2.24
H -1.12 -2.17 -0.22
H -2.34 -1.16 0.49
H -2.02 0.52 -1.12
H -0.55 0.18 -2.82
H -0.05 -1.37 -2.27
N 0.83 0.71 2.28
C 0.96 1.03 0.94
N 2.05 0.61 0.31
O 0.02 1.65 0.42
H 0.04 1.13 2.78
H 0.95 -0.28 2.49
H 2.35 1.14 -0.51
H 2.83 0.41 0.94
```

Results
2S+1 = 2
energy relative to the best compared isomer or geometry (same formula, charge and spin) = 0.0 kcal per mole
strongest force on any atom = 1.61 eV/Å
charge = +2
orbital gap (alpha / beta) = 12.11 / 6.58 eV
lowest unoccupied orbital energy (alpha / beta) = -7.6 / -13.1 eV


[8]
Below is 2 unconnected molecules or ions with the total composition C2H9N5, with properties calculated with ωB97M-V/def2-TZVPD.

The geometry in XYZ format:
```
16
C2H9N5 (ωB97M-V/def2-TZVPD)
C 2.53 0.29 0.30
N 1.36 0.53 -0.56
C 0.63 1.68 -0.48
N 0.21 2.75 -0.45
H 2.42 0.77 1.27
H 3.43 0.69 -0.18
H 2.65 -0.78 0.46
H 1.45 0.09 -1.48
N -1.22 -1.18 0.85
N -1.52 -0.29 -0.20
N -2.86 -0.45 -0.56
H -0.20 -1.23 0.98
H -1.54 -0.76 1.73
H -0.86 -0.37 -1.03
H -3.03 -1.39 -0.91
H -3.46 -0.36 0.26
```

Results
energy relative to the best compared isomer or geometry (same formula, charge and spin) = 84.0 kcal per mole
strongest force on any atom = 2.14 eV/Å
orbital gap = 8.52 eV
lowest unoccupied orbital energy = 0.6 eV
SMILES = CNC#N.NNN


[9]
Below is 2 unconnected molecules or ions with the total composition C2H9N5, with properties calculated with ωB97M-V/def2-TZVPD.

The geometry in XYZ format:
```
16
C2H9N5 (ωB97M-V/def2-TZVPD)
C 4.58 -1.24 0.12
C 4.34 1.20 -0.20
N 4.72 -1.27 1.38
N 4.21 2.48 -0.04
N 4.49 0.07 -0.43
N 4.49 -2.23 -0.80
N -9.87 0.46 0.10
H 5.12 -2.24 1.63
H 3.72 3.16 -0.68
H 4.88 2.91 0.59
H -10.21 1.47 -0.17
H 4.56 -3.25 -0.48
H 4.38 -1.96 -1.70
H -8.86 0.33 -0.01
H -10.23 0.31 1.11
H -10.30 -0.21 -0.43
```

Results
energy relative to the best compared isomer or geometry (same formula, charge and spin) = 0.0 kcal per mole
strongest force on any atom = 5.16 eV/Å
charge = +2
orbital gap = 9.11 eV
lowest unoccupied orbital energy = -5.9 eV


[10]
Below is a gas-phase ion, C2H9N5 (charge +2), with properties calculated with ωB97M-V/def2-TZVPD.

The geometry in XYZ format:
```
16
C2H9N5 (ωB97M-V/def2-TZVPD)
N 1.45 -2.46 0.70
C 0.61 -1.44 0.87
N 0.16 -0.59 -0.01
C -0.87 0.61 0.12
N -1.81 0.38 0.94
N -0.81 1.65 -0.54
N 0.20 2.11 -1.46
H 1.71 -3.06 1.46
H 2.17 -2.33 0.00
H 0.16 -1.64 1.94
H 0.66 -0.72 -0.89
H -2.55 1.05 1.06
H -2.13 -0.58 1.19
H -0.16 3.11 -1.93
H 1.10 2.43 -1.19
H 0.10 1.48 -2.27
```

Results
energy relative to the best compared isomer or geometry (same formula, charge and spin) = 56.1 kcal per mole
strongest force on any atom = 5.54 eV/Å
charge = +2
orbital gap = 11.04 eV
lowest unoccupied orbital energy = -7.9 eV
SMILES = N/C=[NH+]/C(N)=N\[NH3+]


[11]
Below is 2 unconnected molecules or ions with the total composition C2H9N5S, with properties calculated with ωB97M-V/def2-TZVPD.

The geometry in XYZ format:
```
17
C2H9N5S (ωB97M-V/def2-TZVPD)
C -0.56 -0.78 1.71
C -1.36 0.66 0.23
N -1.66 -0.35 1.21
N 0.50 -0.10 1.00
N -0.34 -1.84 2.50
N 0.03 0.63 0.03
N 0.65 0.62 -2.94
S 2.07 -0.12 1.58
H -1.93 0.40 -0.75
H -1.74 1.66 0.60
H -1.18 -2.29 3.02
H 0.51 -2.26 2.58
H 0.69 1.54 -3.51
H -0.21 0.23 -3.20
H 0.51 0.80 -1.91
H 1.59 0.20 -3.18
H 2.44 1.01 1.02
```

Results
energy relative to the best compared isomer or geometry (same formula, charge and spin) = 36.7 kcal per mole
strongest force on any atom = 4.73 eV/Å
charge = +2
orbital gap (alpha / beta) = 7.57 / 7.56 eV
lowest unoccupied orbital energy (alpha / beta) = -10.0 / -10.0 eV


[12]
Below is a gas-phase ion, C2H9N6 (charge +1), with properties calculated with ωB97M-V/def2-TZVPD.

The geometry in XYZ format:
```
17
C2H9N6 (ωB97M-V/def2-TZVPD)
C -0.02 -1.04 -1.12
C 1.23 -0.75 -0.58
N -0.55 -1.86 -1.82
N 1.17 0.57 0.14
N -1.16 0.38 0.02
N -1.28 1.54 -0.71
N 0.05 -0.23 2.08
N 0.04 0.58 0.90
H 1.72 -1.42 0.07
H 1.97 -0.59 -1.32
H -1.51 -2.05 -2.16
H 1.99 0.64 0.65
H -0.68 1.67 -1.49
H -2.23 1.95 -0.68
H -0.55 0.19 2.82
H -0.32 -1.18 1.93
H 0.14 1.59 1.27
```

Results
energy relative to the best compared isomer or geometry (same formula, charge and spin) = 101.0 kcal per mole
strongest force on any atom = 4.23 eV/Å
charge = +1
orbital gap (alpha / beta) = 9.04 / 9.04 eV
lowest unoccupied orbital energy (alpha / beta) = -3.8 / -3.8 eV